Record 1
DFT (ωB97M-V with the def2-TZVPD basis set) results for C36H40ClCsN6OS as an isolated structure at a distorted geometry.

```
! wB97M-V def2-TZVPD RIJCOSX def2/J DEFGRID3
* xyz 0 1
Cs -0.332 0.854 -2.153
Cl -1.747 3.738 -9.008
C -1.769 2.782 -7.546
C -1.525 1.408 -7.619
C -1.557 0.640 -6.487
C -1.835 1.202 -5.204
O -1.878 0.463 -4.161
C -2.040 2.615 -5.147
C -2.365 3.365 -3.953
N -2.310 2.978 -2.729
C -2.839 3.842 -1.764
C -4.026 4.513 -1.951
C -4.570 5.347 -0.955
C -3.941 5.499 0.244
C -2.734 4.805 0.493
C -2.039 4.923 1.717
C -0.887 4.220 1.908
C -0.431 3.382 0.870
N -1.028 3.265 -0.287
C -2.173 3.967 -0.501
C -2.026 3.371 -6.340
H -1.311 0.958 -8.581
H -1.358 -0.424 -6.516
H -2.695 4.389 -4.174
H -4.571 4.367 -2.876
H -5.503 5.860 -1.151
H -4.350 6.136 1.019
H -2.435 5.571 2.490
H -0.325 4.283 2.831
H 0.472 2.793 1.017
H -2.217 4.437 -6.297
C 3.699 -4.764 2.800
C 3.912 -4.653 1.291
C 3.437 -5.956 0.633
C 5.411 -4.465 1.021
C 3.142 -3.485 0.685
C 3.242 -3.206 -0.677
C 2.508 -2.167 -1.222
N 1.691 -1.393 -0.508
C 1.603 -1.635 0.796
C 2.298 -2.666 1.424
C 0.681 -0.764 1.581
C 0.990 -0.396 2.882
C 0.114 0.403 3.616
C -1.058 0.784 2.981
C -1.278 0.388 1.667
N -0.436 -0.361 0.968
C 0.463 0.807 5.044
C 1.831 1.502 5.053
C -0.571 1.763 5.637
C 0.523 -0.456 5.914
H 4.283 -5.599 3.189
H 2.652 -4.948 3.048
H 4.024 -3.861 3.322
H 3.985 -6.805 1.047
H 3.602 -5.945 -0.445
H 2.372 -6.117 0.812
H 5.974 -5.295 1.454
H 5.775 -3.537 1.466
H 5.628 -4.436 -0.047
H 3.881 -3.790 -1.326
H 2.548 -1.961 -2.287
H 2.147 -2.832 2.481
H 1.928 -0.724 3.311
H -1.798 1.401 3.469
H -2.182 0.703 1.156
H 1.827 2.380 4.402
H 2.628 0.839 4.717
H 2.075 1.830 6.065
H -0.673 2.671 5.039
H -0.260 2.058 6.640
H -1.554 1.296 5.720
H 1.271 -1.159 5.545
H -0.442 -0.966 5.926
H 0.785 -0.193 6.941
C -2.592 -2.396 -2.330
N -1.562 -2.069 -3.290
C -0.402 -2.707 -3.382
N -0.215 -3.767 -2.557
S 0.787 -2.226 -4.479
H -3.478 -1.813 -2.568
H -2.287 -2.161 -1.303
H -2.864 -3.454 -2.375
H -1.669 -1.213 -3.849
H -0.762 -3.878 -1.721
H 0.712 -4.155 -2.566
*
```

Summary:
HOMO-LUMO gap in eV: 6.8
DFT total energy in Eh: -2678.22575



Record 2
DFT (ωB97M-V with the def2-TZVPD basis set) results for C36H40ClF9GaN2O as an isolated structure at a distorted geometry.

```
! wB97M-V def2-TZVPD RIJCOSX def2/J DEFGRID3
* xyz -1 1
C -0.829 -0.112 3.907
C -2.065 0.757 3.514
Cl -3.446 -0.261 2.844
C -1.743 1.993 2.619
Ga -0.809 1.597 0.833
C -1.155 -0.265 0.052
C 0.004 -1.305 0.374
C -0.497 -2.710 0.763
F -1.004 -3.294 -0.387
F -1.592 -2.611 1.603
C 0.531 -3.640 1.507
F 0.266 -3.530 2.850
F 0.309 -4.961 1.210
C 2.055 -3.334 1.309
F 2.722 -4.390 1.899
F 2.482 -2.247 1.999
C 2.570 -3.285 -0.187
F 2.991 -2.043 -0.495
F 3.701 -4.058 -0.268
F 1.717 -3.784 -1.083
C -1.610 2.951 -0.549
C -1.411 4.366 -0.022
O -0.658 5.169 -0.536
N -2.154 4.799 1.176
C -1.308 5.729 1.966
C -3.337 5.566 0.695
C 1.180 2.069 1.017
C 1.987 1.822 2.193
C 3.374 2.109 2.321
N 4.064 2.659 1.309
C 3.338 2.937 0.223
C 1.959 2.706 -0.044
H -0.361 0.309 4.828
H -1.074 -1.184 4.082
H -0.094 -0.085 3.074
H -2.471 1.160 4.476
H -2.723 2.474 2.386
H -1.126 2.701 3.222
H -2.165 -0.626 0.331
H -1.176 -0.137 -1.062
H 0.584 -1.414 -0.570
H 0.669 -0.820 1.118
H -1.125 2.864 -1.547
H -2.715 2.776 -0.618
H -1.684 5.837 3.009
H -1.261 6.738 1.490
H -0.265 5.346 2.021
H -3.139 6.075 -0.277
H -4.173 4.842 0.529
H -3.674 6.281 1.481
H 1.480 1.372 3.072
H 3.889 1.849 3.267
H 3.903 3.424 -0.606
H 1.484 2.995 -1.000
C 3.132 4.501 -5.640
C 2.277 4.339 -4.557
C 2.638 4.824 -3.307
C 3.851 5.480 -3.140
C 4.705 5.645 -4.224
C 4.348 5.153 -5.472
H 2.851 4.120 -6.615
H 1.327 3.833 -4.688
H 1.973 4.691 -2.461
H 4.130 5.862 -2.166
H 5.651 6.159 -4.094
H 5.017 5.278 -6.316
C 3.113 -6.180 -5.630
C 2.231 -6.336 -4.568
C 2.572 -5.866 -3.306
C 3.792 -5.232 -3.107
C 4.672 -5.073 -4.170
C 4.335 -5.551 -5.430
H 2.848 -6.549 -6.613
H 1.276 -6.824 -4.724
H 1.886 -5.994 -2.477
H 4.056 -4.862 -2.125
H 5.623 -4.577 -4.015
H 5.024 -5.431 -6.258
C -7.815 -3.580 3.461
C -6.974 -2.503 3.209
C -5.637 -2.721 2.901
C -5.143 -4.018 2.836
C -5.984 -5.095 3.084
C -7.319 -4.877 3.401
H -8.857 -3.409 3.704
H -7.360 -1.492 3.253
H -4.977 -1.881 2.711
H -4.101 -4.187 2.591
H -5.598 -6.107 3.032
H -7.974 -5.717 3.600
*
```

Summary:
HOMO-LUMO gap in eV: 8.3
DFT total energy in Eh: -4864.33436



HOMO energy: -0.2499, -0.2145 (Ha)